Molecular formula: C31H41BrFeN12OS
Method: DFT, the ωB97M-V functional and the def2-TZVPD basis

Summary:
Relative energy (zero: lowest compared OMol25 entry of this formula, charge and spin) (kcal per mole): 9.8
Total energy (eV): -168007.3124
Gap between HOMO and LUMO (alpha / beta) (Ha): 0.263 / 0.267
⟨S²⟩: 8.764
E_HOMO (alpha / beta) (hartree): -0.1858 / -0.1896

ORCA input file:
```
! RIJCOSX wB97M-V def2-TZVPD def2/J DEFGRID3
* xyz -1 6
Fe 0.386 -0.193 -0.201
C -2.819 -1.014 0.897
N -1.430 -1.182 1.336
C -1.224 -0.560 2.640
C -1.139 -2.618 1.431
C 0.327 -2.946 1.397
C 0.821 -4.077 2.043
C 2.144 -4.464 1.875
C 2.989 -3.719 1.066
C 2.513 -2.571 0.442
C 1.199 -2.198 0.629
H -3.520 -1.459 1.618
H -2.950 -1.501 -0.067
H -3.051 0.045 0.795
H -1.866 -1.028 3.400
H -1.459 0.499 2.600
H -0.182 -0.671 2.942
H -1.596 -3.084 0.559
H -1.598 -3.042 2.334
H 0.156 -4.677 2.656
H 2.511 -5.355 2.370
H 4.021 -4.023 0.935
H 3.176 -1.977 -0.179
N 1.935 -1.903 -2.904
C 0.690 -2.407 -2.566
N 0.165 -3.483 -3.127
N -1.020 -3.636 -2.513
N -1.195 -2.698 -1.644
N -0.116 -1.888 -1.644
C 2.208 -0.563 -2.793
N 3.035 0.096 -3.593
N 2.978 1.362 -3.165
N 2.159 1.474 -2.170
N 1.659 0.251 -1.891
H 2.381 -2.370 -3.675
C 0.898 5.715 4.884
C 0.741 4.294 5.444
C -0.710 4.090 5.911
C 1.657 4.162 6.662
C 1.063 3.262 4.365
C 0.396 3.295 3.146
C 0.670 2.330 2.209
Br -0.310 2.337 0.560
C 1.575 1.247 2.348
O 1.725 0.382 1.397
C 2.259 1.234 3.603
C 1.977 2.228 4.538
C 3.334 0.207 4.011
C 3.529 -0.944 3.025
C 2.967 -0.422 5.366
C 4.679 0.941 4.145
H 0.688 6.457 5.660
H 0.217 5.896 4.051
H 1.919 5.869 4.527
H -0.969 4.809 6.694
H -0.838 3.081 6.309
H -1.410 4.215 5.083
H 1.431 4.956 7.376
H 2.708 4.253 6.377
H 1.513 3.204 7.167
H -0.337 4.061 2.921
H 2.515 2.184 5.477
H 2.618 -1.527 2.906
H 4.316 -1.606 3.403
H 3.821 -0.584 2.041
H 1.977 -0.882 5.316
H 2.967 0.308 6.178
H 3.693 -1.200 5.617
H 4.970 1.367 3.182
H 5.459 0.243 4.464
H 4.626 1.753 4.874
C 0.613 4.571 -4.473
C -0.574 3.671 -4.490
C -1.557 3.736 -5.437
C -2.650 2.861 -5.313
N -2.754 1.996 -4.330
C -1.781 1.908 -3.393
S -1.953 0.848 -2.109
N -0.701 2.764 -3.494
C -3.769 2.883 -6.310
H 0.625 5.203 -5.357
H 1.533 3.989 -4.413
H 0.587 5.196 -3.578
H -1.498 4.451 -6.245
H 0.052 2.695 -2.804
H -3.674 3.727 -6.991
H -4.722 2.935 -5.785
H -3.760 1.956 -6.884
*
```

Molecular formula: C31H41CrN3O2Si2
Method: DFT, the ωB97M-V functional and the def2-TZVPD basis

Summary:
Total energy (eV): -85557.1302
Gap between HOMO and LUMO (alpha / beta) (Ha): 0.237 / 0.226
⟨S²⟩: 0.810
E_HOMO (alpha / beta) (hartree): -0.1446 / -0.1339

ORCA input file:
```
! RIJCOSX wB97M-V def2-TZVPD def2/J DEFGRID3
* xyz -1 2
Cr -0.474 -0.367 -0.879
C -3.396 -0.421 -1.990
N -2.340 -1.452 -1.982
C -2.040 -1.850 -3.363
C -1.321 -0.791 -4.177
C 0.164 -0.693 -3.883
N 0.495 0.039 -2.658
C 1.400 0.927 -2.787
C 2.096 1.659 -1.747
C 3.177 2.429 -2.204
C 4.065 3.025 -1.344
C 3.880 2.802 0.029
C 2.831 2.062 0.506
C 1.855 1.495 -0.363
O 0.816 0.876 0.114
C -2.883 -2.637 -1.258
C -2.168 -2.973 0.028
C -2.178 -1.861 1.055
N -1.417 -0.701 0.641
C -1.474 0.398 1.602
C -2.252 1.581 1.040
C -3.094 2.288 1.896
C -3.793 3.425 1.508
C -3.653 3.860 0.195
C -2.849 3.162 -0.689
C -2.126 2.009 -0.315
O -1.427 1.394 -1.236
H -4.284 -0.811 -2.510
H -3.049 0.497 -2.449
H -3.657 -0.173 -0.963
H -2.977 -2.137 -3.867
H -1.412 -2.742 -3.320
H -1.785 0.190 -4.053
H -1.428 -1.059 -5.232
H 0.676 -0.222 -4.728
H 0.578 -1.701 -3.773
H 1.791 1.118 -3.793
H 3.313 2.529 -3.276
H 4.893 3.613 -1.714
H 4.589 3.211 0.740
H 2.742 1.887 1.566
H -2.845 -3.499 -1.929
H -3.944 -2.456 -1.054
H -1.140 -3.234 -0.206
H -2.639 -3.862 0.460
H -1.776 -2.241 2.006
H -3.216 -1.554 1.268
H -2.019 0.049 2.486
H -3.194 1.930 2.917
H -4.428 3.950 2.210
H -4.180 4.746 -0.145
H -2.739 3.488 -1.718
C 2.796 -1.925 -1.380
Si 1.308 -1.916 -0.188
C 1.120 -3.785 0.172
C 2.096 -1.326 1.494
C 3.269 -2.033 1.800
C 4.026 -1.812 2.941
C 3.601 -0.869 3.858
C 2.425 -0.174 3.607
C 1.660 -0.356 2.443
Si 0.215 0.900 2.349
C -0.358 0.875 4.207
C 0.517 2.749 2.272
H 3.625 -2.550 -1.030
H 3.188 -0.917 -1.542
H 2.473 -2.317 -2.352
H 2.090 -4.213 0.446
H 0.748 -4.333 -0.703
H 0.431 -3.974 1.002
H 3.624 -2.786 1.105
H 4.938 -2.376 3.108
H 4.169 -0.673 4.760
H 2.106 0.554 4.343
H 0.297 1.449 4.874
H -0.437 -0.141 4.612
H -1.346 1.344 4.273
H 1.432 3.044 2.796
H -0.324 3.198 2.807
H 0.546 3.158 1.262
*
```

Molecular formula: C31H41EuN7O4PS
Method: DFT, the ωB97M-V functional and the def2-TZVPD basis

Summary:
Relative energy (zero: lowest compared OMol25 entry of this formula, charge and spin) (kcal per mole): 12.4
Total energy (eV): -90889.4288
Gap between HOMO and LUMO (alpha / beta) (Ha): 0.300 / 0.332
⟨S²⟩: 15.759
E_HOMO (alpha / beta) (hartree): -0.3766 / -0.4084

ORCA input file:
```
! RIJCOSX wB97M-V def2-TZVPD def2/J DEFGRID3
* xyz 1 8
Eu -0.478 -0.784 0.659
C -0.678 1.047 -2.421
N -0.670 1.752 -1.153
C -1.811 2.665 -0.887
C -2.195 2.662 0.563
N -1.977 1.753 1.467
C -2.598 2.219 2.616
C -2.709 1.613 3.861
C -3.326 2.308 4.902
C -3.841 3.591 4.651
C -3.866 4.114 3.380
C -3.204 3.417 2.380
N -2.945 3.702 1.043
C -1.771 0.047 -2.399
N -1.932 -0.869 -1.470
C -3.020 -1.659 -1.885
C -3.597 -2.812 -1.349
C -4.655 -3.364 -2.015
C -5.145 -2.784 -3.188
C -4.637 -1.636 -3.707
C -3.529 -1.082 -3.035
N -2.701 -0.065 -3.380
H 0.263 0.513 -2.461
H -0.771 1.685 -3.286
H 0.261 2.050 -0.854
H -2.655 2.311 -1.445
H -1.606 3.681 -1.187
H -2.406 0.621 4.065
H -3.356 1.846 5.912
H -4.377 4.066 5.446
H -4.265 5.102 3.241
H -3.183 4.532 0.519
H -3.145 -3.322 -0.497
H -5.100 -4.312 -1.635
H -5.957 -3.368 -3.631
H -5.041 -1.214 -4.631
H -2.819 0.621 -4.096
C 1.989 4.234 2.433
C 2.871 3.112 2.005
C 3.721 3.467 0.818
C 3.799 2.700 3.118
O 1.937 2.014 1.713
P 2.364 0.536 1.261
O 3.832 0.422 1.132
O 1.489 0.308 -0.019
O 1.586 -0.406 2.326
C 2.288 -1.497 3.089
C 3.132 -2.399 2.143
C 1.148 -2.203 3.780
C 3.142 -0.839 4.160
H 2.645 5.003 2.763
H 1.367 4.060 3.300
H 1.467 4.694 1.559
H 4.261 4.400 1.079
H 3.045 3.723 -0.001
H 4.504 2.761 0.648
H 4.502 3.503 3.325
H 4.462 1.863 2.851
H 3.280 2.525 4.085
H 2.528 -2.968 1.448
H 3.771 -3.067 2.747
H 3.789 -1.766 1.615
H 0.410 -2.577 3.069
H 0.628 -1.463 4.416
H 1.501 -3.081 4.381
H 4.005 -0.324 3.753
H 3.509 -1.656 4.834
H 2.563 -0.125 4.736
N 1.573 -2.044 -1.841
C 0.985 -3.199 -1.597
S 0.368 -3.645 -0.052
N 0.881 -4.108 -2.606
C 0.984 -3.602 -3.953
C 2.223 -3.400 -4.510
C 2.324 -2.948 -5.839
C 1.182 -2.841 -6.630
C -0.092 -3.039 -6.055
C -0.176 -3.401 -4.705
H 1.754 -1.404 -1.078
H 1.963 -1.840 -2.726
H 0.331 -4.918 -2.447
H 3.121 -3.562 -3.907
H 3.288 -2.689 -6.170
H 1.338 -2.546 -7.654
H -0.987 -2.882 -6.651
H -1.157 -3.533 -4.237
*
```